1.
ORCA calculation (ωB97M-V with the def2-TZVPD basis set) on a structure of composition C33H31EuN2O2S5.

For the energy above the lowest of the compared OMol25 structures with the same formula, charge and spin, the calculation gives 9.2 kcal per mole. The spin multiplicity is 7. As for the expectation value of S²: 12.02. As for the LUMO energy (spin up / spin down): -1.42 / 0.19 eV. The HOMO energy (spin up / spin down) comes out at -7.99 / -8.02 eV.

Structure (XYZ):
```
74
Properties=species:S:1:pos:R:3:forces:R:3:mulliken_spin:R:1
Eu -0.01376 -1.20661 -0.29566 -0.3 -0.7 -0.3 6.095
C -2.48139 -3.43286 1.53797 0.1 0.1 -0.1 0.006
C -2.55140 -2.74617 0.19756 0.0 0.3 -0.1 -0.010
C -2.85976 -1.36753 0.11896 -0.2 -0.1 -0.1 0.010
C -3.34812 -0.64561 1.35272 0.1 -0.1 0.0 -0.006
C -2.83074 -0.71568 -1.13426 0.1 -0.3 0.1 0.000
C -3.26394 0.72891 -1.25980 0.1 -0.2 0.1 0.000
C -2.42649 -1.42718 -2.28431 0.0 0.1 0.2 0.009
C -2.32993 -0.70086 -3.60094 0.1 -0.1 0.0 0.000
C -2.19470 -2.81382 -2.21118 0.0 0.1 0.2 -0.010
C -1.82336 -3.59571 -3.44150 0.1 0.1 0.1 0.001
C -2.32480 -3.48203 -0.98107 0.0 0.4 0.0 -0.003
C -2.24779 -4.98275 -0.91672 0.1 0.1 0.0 0.001
H -3.47324 -3.63269 1.94114 -0.1 0.0 0.1 0.000
H -1.93982 -2.81039 2.25096 -0.1 0.0 0.0 -0.002
H -1.93344 -4.36646 1.46098 0.0 -0.1 0.1 0.001
H -4.41730 -0.82176 1.47761 -0.1 0.1 0.0 0.000
H -3.17676 0.42663 1.29845 0.0 0.0 0.1 -0.001
H -2.84683 -1.01295 2.24330 0.0 0.0 0.0 0.001
H -3.71544 0.91144 -2.23057 0.0 0.1 0.0 0.000
H -2.40788 1.40170 -1.14860 -0.1 0.1 0.0 0.000
H -4.00257 0.98351 -0.50637 0.0 0.0 0.0 0.000
H -3.28281 -0.73675 -4.12923 -0.1 0.1 0.0 0.000
H -1.57890 -1.15099 -4.24186 0.0 0.0 0.0 0.000
H -2.04822 0.33873 -3.45487 0.0 0.0 -0.1 0.000
H -2.70930 -3.87120 -4.01325 -0.1 -0.1 -0.1 0.000
H -1.27997 -4.49555 -3.17358 0.0 -0.1 -0.1 0.000
H -1.17276 -3.01484 -4.08862 0.0 0.0 -0.1 0.000
H -1.22340 -5.29833 -0.71831 0.0 -0.2 0.0 0.000
H -2.57380 -5.43254 -1.84840 0.0 0.0 -0.1 0.000
H -2.88500 -5.36603 -0.12603 0.0 0.0 0.1 0.000
S 0.89176 -3.83561 0.02740 -0.7 -0.3 0.0 -0.017
C 2.32473 -2.94554 0.10130 0.5 0.5 0.1 0.002
N 2.33318 -1.62490 0.03098 0.0 -0.7 0.0 -0.019
C 3.60679 -1.12144 0.09598 0.6 0.2 0.1 -0.006
C 3.94842 0.22733 0.04355 -0.1 -0.1 0.0 0.001
C 5.28015 0.57830 0.12699 0.0 0.1 0.0 0.000
C 6.27258 -0.39012 0.25497 0.1 0.0 0.0 0.000
C 5.95050 -1.73462 0.31068 0.0 0.1 0.0 0.000
C 4.61743 -2.09076 0.23013 -0.4 0.0 0.0 0.000
S 3.90349 -3.68433 0.26585 -0.2 0.5 -0.1 0.000
H 3.16676 0.96924 -0.06133 0.0 0.1 0.0 0.003
H 5.55275 1.62182 0.09932 0.1 0.1 0.0 0.000
H 7.30665 -0.08634 0.30820 0.1 0.0 0.0 0.000
H 6.71053 -2.49220 0.41910 0.1 0.0 0.0 0.000
S 0.91081 -1.50036 -2.94104 0.2 -0.4 -0.2 -0.014
C 1.13969 0.14012 -2.63521 0.0 0.3 -0.2 0.003
N 0.58138 0.76932 -1.60398 0.2 -0.4 -0.3 -0.026
C 0.92515 2.10396 -1.58526 0.2 0.7 0.0 0.001
C 0.50303 3.03270 -0.63588 0.0 -0.2 -0.1 0.000
C 0.94237 4.33757 -0.74310 0.0 0.1 0.1 0.000
C 1.79949 4.72938 -1.76846 0.0 0.1 -0.1 0.000
C 2.22258 3.82142 -2.72226 0.0 0.0 0.0 0.000
C 1.77456 2.51585 -2.62955 -0.2 -0.3 0.1 -0.001
S 2.12538 1.15626 -3.66864 -0.2 0.1 0.4 0.001
H -0.14710 2.70764 0.16647 0.0 0.1 0.1 0.001
H 0.62381 5.06840 -0.01625 -0.1 0.1 0.1 0.000
H 2.13931 5.75343 -1.82410 0.0 0.1 0.0 0.000
H 2.89265 4.11161 -3.51520 0.1 0.1 -0.1 0.000
O 0.50787 5.70354 4.54192 0.2 0.2 0.0 0.000
C -0.44231 4.77326 4.77321 -0.2 0.1 0.2 0.000
O -1.33521 5.01313 5.54368 0.2 0.1 -0.2 0.000
C -0.32227 3.48379 4.05022 0.0 -0.5 -0.2 0.000
C 0.75384 3.10699 3.24203 -0.2 0.2 0.2 0.000
C 0.79462 1.85296 2.66552 0.0 -0.1 -0.1 0.001
C -0.22882 0.93133 2.89556 0.1 0.1 0.0 -0.002
S -0.11529 -0.72614 2.35397 0.2 -0.3 -0.1 -0.020
C -1.31444 1.31530 3.68630 0.2 -0.1 -0.1 0.001
C -1.35807 2.56731 4.24654 0.0 0.4 0.0 -0.001
H 1.17828 5.38023 3.92703 -0.2 0.0 0.1 0.000
H 1.59618 3.76868 3.07911 0.1 0.0 -0.1 0.000
H 1.63649 1.55790 2.05087 0.0 0.0 0.1 -0.001
H -2.09350 0.59592 3.88145 -0.1 0.0 0.0 0.000
H -2.19255 2.87403 4.85737 0.0 0.0 0.1 0.000
```
Positions in Å, forces in eV/Å.

2.
ORCA calculation (ωB97M-V with the def2-TZVPD basis set) on a structure of composition C33H31MgN3S3Se2Si2Te2.

For the energy above the lowest of the compared OMol25 structures with the same formula, charge and spin, the calculation gives 35.6 kcal per mole. As for the LUMO energy (spin up / spin down): 3.64 / 3.64 eV. The HOMO energy (spin up / spin down) comes out at -0.32 / -0.81 eV. As for the total charge: -2.

Structure (XYZ):
```
77
Properties=species:S:1:pos:R:3:forces:R:3:mulliken_charge:R:1
Mg -0.00727 0.28260 0.10832 0.8 1.1 0.4 1.171
Se 2.53859 0.05506 1.86837 0.2 0.2 -0.3 -0.316
Te 2.45966 1.27694 4.02030 0.1 0.1 0.0 -0.208
Te -0.06248 2.36818 4.04232 -0.3 -0.1 0.0 -0.363
Se -0.62361 2.68927 1.63178 0.1 -0.2 -0.1 -0.360
C -1.98098 -1.24326 3.15648 0.0 0.2 0.0 -1.124
Si -0.68678 -1.59143 1.80029 -0.3 -0.9 -0.1 0.680
C 0.65832 -2.55381 2.73287 0.1 -0.1 0.1 -1.308
C -1.54554 -2.97617 0.75159 0.0 -0.1 0.2 0.560
C -2.24795 -3.99206 1.41830 0.0 0.0 -0.1 -0.501
C -2.88297 -5.02054 0.73577 0.0 0.0 0.0 -0.780
C -2.82155 -5.06375 -0.65329 0.0 0.0 0.0 -0.728
C -2.12525 -4.07259 -1.33040 -0.1 0.0 0.1 -0.439
C -1.49158 -3.02130 -0.64923 0.0 -0.2 -0.3 0.181
Si -0.58968 -1.68656 -1.67594 -0.6 -0.5 0.3 0.342
C -1.88209 -1.02209 -2.90779 0.0 0.1 0.0 -1.140
C 0.62183 -2.62271 -2.79563 0.2 0.1 0.1 -1.181
H -2.01102 -2.05771 3.88930 0.1 0.0 0.0 0.391
H -2.97957 -1.12809 2.73036 0.0 0.0 0.0 0.354
H -1.73283 -0.32303 3.69107 0.0 0.0 0.0 0.161
H 0.22164 -3.38020 3.30776 -0.1 0.0 0.0 0.401
H 1.19327 -1.89045 3.41815 -0.1 -0.1 -0.1 0.316
H 1.39858 -2.96644 2.04129 0.0 0.1 0.1 0.256
H -2.30060 -3.97605 2.50340 0.0 0.0 0.0 0.248
H -3.42362 -5.78804 1.28069 0.0 0.0 0.0 0.353
H -3.31293 -5.86204 -1.20032 0.0 0.0 0.0 0.358
H -2.08268 -4.11638 -2.41661 0.0 0.0 0.0 0.164
H -2.34810 -1.84732 -3.46114 0.0 0.0 0.0 0.457
H -1.41429 -0.35140 -3.63617 0.0 0.0 0.0 0.313
H -2.66841 -0.46049 -2.39908 0.0 0.0 0.0 0.171
H 0.09944 -3.39981 -3.36389 0.0 0.0 0.0 0.422
H 1.42154 -3.10165 -2.22307 0.0 0.0 0.0 0.227
H 1.09120 -1.93614 -3.50820 0.0 0.0 0.0 0.288
S 6.12550 -1.31298 -3.56259 -0.1 0.0 0.0 -0.251
C 7.13318 -2.38706 -2.67720 0.0 0.0 -0.1 -0.362
C 6.58699 -2.68157 -1.46787 0.0 0.0 0.0 -0.558
C 5.34030 -2.03900 -1.24792 0.0 0.0 0.1 -0.486
C 4.93686 -1.25266 -2.29599 0.1 0.0 -0.1 0.431
C 3.72801 -0.45305 -2.43389 0.1 0.0 -0.1 0.764
C 2.75522 -0.48321 -1.43460 -0.2 0.1 0.1 -1.104
N 1.63877 0.22690 -1.44617 0.2 0.2 0.1 0.310
C 1.41470 1.06255 -2.51336 -0.1 -0.1 0.0 -0.578
C 2.32792 1.12505 -3.60519 0.0 0.0 0.0 0.985
C 1.99460 1.98357 -4.71555 0.0 0.0 0.0 -1.073
C 0.84778 2.68838 -4.73639 0.0 0.0 0.0 -1.152
C -0.09907 2.61926 -3.64942 0.0 0.0 0.0 1.030
C -1.30258 3.28745 -3.65122 -0.1 0.1 0.0 -1.136
C -2.18149 3.17170 -2.55585 0.0 -0.1 0.1 0.426
C -1.77342 2.34276 -1.50424 0.0 0.1 -0.1 -0.275
N -0.63873 1.67096 -1.46922 -0.1 0.0 -0.1 0.525
C 0.22956 1.80334 -2.53019 -0.1 -0.1 0.0 -0.856
C -3.46513 3.85040 -2.49454 0.0 0.0 -0.1 0.575
C -4.38897 3.88223 -1.48032 0.0 0.0 0.1 -0.307
C -5.55110 4.63521 -1.79127 0.0 0.0 0.0 -0.654
C -5.51743 5.18131 -3.03543 0.1 0.0 -0.1 -0.365
S -4.05567 4.77369 -3.84503 0.0 -0.1 0.1 -0.265
C 3.47826 0.37120 -3.54787 0.1 0.0 0.0 -1.076
H 8.06765 -2.72523 -3.09625 0.0 0.0 0.0 0.413
H 7.05663 -3.33484 -0.74476 0.0 0.0 0.0 0.357
H 4.77495 -2.12962 -0.32980 0.0 0.0 0.0 0.496
H 2.87919 -1.12943 -0.57174 0.0 0.0 0.0 0.350
H 2.69352 2.04906 -5.54264 0.0 0.0 0.0 0.376
H 0.60719 3.32710 -5.57996 0.0 0.0 0.0 0.357
H -1.57128 3.90811 -4.50050 0.1 0.0 0.0 0.362
H -2.41310 2.22577 -0.63788 0.0 0.0 0.0 -0.121
H -4.23515 3.39482 -0.52775 0.0 0.0 0.0 0.469
H -6.38121 4.76393 -1.10981 0.0 0.0 0.0 0.359
H -6.25169 5.79583 -3.53125 0.0 0.0 0.1 0.416
H 4.19578 0.42421 -4.36040 0.0 0.0 0.0 0.378
S -5.79702 -0.42934 0.10410 0.1 0.0 0.0 -0.290
C -5.23708 0.93169 0.98966 -0.1 -0.1 0.0 -0.231
C -3.88226 0.92389 1.03981 0.0 -0.1 0.1 -0.979
N -3.28308 -0.12809 0.38483 0.1 0.1 -0.1 0.725
C -4.15776 -0.91761 -0.14167 -0.2 0.0 0.1 -0.327
H -5.92865 1.63773 1.42097 0.1 0.0 0.0 0.461
H -3.25013 1.64482 1.55073 0.0 0.0 -0.1 0.417
H -3.91574 -1.82699 -0.67858 0.0 0.1 0.0 0.096
```
Positions in Å, forces in eV/Å.